# 1
A gas-phase ion, C5H10NO2 (charge +2) in a non-equilibrium geometry, computed with ωB97M-V/def2-TZVPD.

Results
Total charge: +2
Energy relative to the best compared isomer or geometry (same formula, charge and spin), kJ/mol: 0.0
Multiplicity: 2
<S²>: 0.764
HOMO level (spin up / spin down), eV: -19.80 / -20.50

XYZ file:
```
18
Properties=species:S:1:pos:R:3:forces:R:3:lowdin_spin:R:1
O -0.614188 1.137440 0.065110 0.3 0.2 -0.1 0.34
C -1.385752 0.634131 -0.773965 -0.9 -0.3 -0.2 0.02
O -2.291684 1.300474 -1.395542 -0.1 0.2 0.1 0.02
C -1.362082 -0.838966 -1.073123 0.3 0.3 -0.2 0.01
C 0.080090 -1.370879 -0.877754 0.3 0.1 0.1 0.01
C 0.915297 -0.306131 -0.236883 -1.0 0.3 -0.2 0.10
C 1.085030 -0.294260 1.122628 0.4 0.2 0.4 0.41
N 1.703824 0.849210 1.811160 -0.2 -0.3 0.6 0.04
H -2.371013 2.252338 -1.171640 0.1 -0.2 0.1 0.00
H -2.022482 -1.315620 -0.348541 -0.2 0.1 0.1 0.00
H -1.806639 -1.019648 -2.047630 0.2 -0.1 -0.1 0.00
H 0.025502 -2.237028 -0.230859 0.2 -0.3 0.0 0.00
H 0.570799 -1.640393 -1.813254 -0.3 -0.1 -0.1 0.00
H 1.313051 0.469312 -0.881864 0.6 -0.2 0.1 0.00
H 0.669333 -1.042675 1.781702 0.1 -0.1 0.1 0.01
H 0.995634 1.589731 1.937347 0.1 0.3 -0.4 0.01
H 2.543621 1.223268 1.345821 -0.2 0.1 0.0 0.00
H 1.951659 0.609695 2.787289 0.2 -0.1 -0.3 0.00
```
Forces are in eV/Å.

=====

# 2
11 unconnected molecules or ions with the total composition C44H77N11 in a non-equilibrium geometry, computed with ωB97M-V/def2-TZVPD.

Results
Total charge: +1
Energy relative to the best compared isomer or geometry (same formula, charge and spin), kJ/mol: 82.9
Multiplicity: 2
<S²>: 0.764
HOMO level (spin up / spin down), eV: -12.85 / -12.85

XYZ file:
```
132
Properties=species:S:1:pos:R:3:forces:R:3:lowdin_spin:R:1
C -1.578840 4.746462 5.204043 0.1 -0.8 0.5 0.00
C -1.708059 3.184948 5.216466 1.0 1.6 0.3 0.00
C -0.349443 2.562944 4.752450 -0.6 -1.4 -0.7 0.00
C 0.120953 2.771114 3.374047 -0.2 1.0 -0.3 0.00
N 0.504576 2.956888 2.300665 0.1 -0.3 0.6 0.00
H -2.400841 5.265758 5.696744 -0.4 -0.2 -0.4 0.00
H -1.412771 5.133565 4.198725 -0.1 0.1 0.0 0.00
H -0.738241 5.013617 5.844443 0.3 0.0 -0.2 0.00
H -2.607009 2.848763 4.699787 0.4 -0.2 -0.5 0.00
H -1.848734 2.887142 6.255511 0.1 -0.2 0.0 0.00
H -0.448240 1.477562 4.735545 -0.3 -0.3 0.3 0.00
H 0.526234 2.689789 5.389008 -0.3 0.7 0.4 0.00
C -2.653138 3.782980 0.895737 0.6 0.8 -0.3 0.00
C -2.901276 5.287573 1.077193 0.1 -0.2 0.7 0.00
C -4.308892 5.566477 1.711155 0.5 0.2 -1.3 0.00
C -5.319727 4.979199 0.797388 -1.1 -0.5 -0.4 0.00
N -6.109994 4.485306 0.102421 1.3 0.7 1.0 0.00
H -2.925001 3.248628 1.806032 -0.5 -0.3 -0.3 0.00
H -1.592931 3.566335 0.764827 0.1 0.2 0.0 0.00
H -3.120503 3.472587 -0.038785 -0.5 -0.5 0.5 0.00
H -2.792976 5.836867 0.141975 -0.4 -0.2 -0.2 0.00
H -2.092622 5.723503 1.663846 -0.2 0.0 0.6 0.00
H -4.461600 6.644696 1.758195 -0.2 0.0 0.0 0.00
H -4.474615 5.189886 2.720519 0.3 -0.3 -0.1 0.00
C 3.487234 4.041041 0.495073 -0.9 -0.5 0.1 0.09
C 4.414954 2.797713 0.636116 1.9 1.3 -2.0 0.09
C 3.954515 1.763232 1.593085 -2.1 1.4 2.9 0.12
C 4.012146 2.193065 2.994615 0.1 -0.1 -1.0 0.15
N 4.118241 2.615578 4.100739 -0.1 -0.4 -0.7 0.42
H 3.546543 4.583569 1.438599 -0.4 0.1 0.0 0.01
H 2.484503 3.696107 0.242799 -0.2 0.1 0.6 0.00
H 3.745903 4.680796 -0.348675 0.7 -0.2 0.1 0.01
H 5.413288 3.152023 0.892830 0.0 0.0 0.2 0.00
H 4.558076 2.332433 -0.339142 -0.2 -0.1 0.0 0.00
H 4.774315 1.047591 1.530646 0.8 -1.3 -0.2 0.08
H 2.970003 1.335697 1.403205 0.2 -0.4 -0.1 0.00
C 1.585792 2.926777 -3.083588 0.1 0.2 -1.0 0.00
C 2.073065 3.916439 -4.171062 0.6 0.0 0.4 0.00
C 2.235550 3.363665 -5.650623 -0.4 0.5 1.4 0.00
C 2.995748 4.282927 -6.513108 0.5 1.0 -0.7 0.00
N 3.605219 5.022928 -7.170549 -0.9 -1.2 1.0 0.00
H 0.593656 2.572003 -3.362697 0.1 -0.4 0.3 0.00
H 1.522965 3.426016 -2.116681 -0.1 0.2 -0.1 0.00
H 2.292656 2.105928 -2.962599 -0.2 -0.2 -0.2 0.00
H 3.003538 4.325952 -3.777851 0.3 0.0 -0.5 0.00
H 1.398786 4.772795 -4.161009 -0.1 0.0 -0.4 0.00
H 1.205489 3.253247 -5.989547 0.2 -0.1 -0.5 0.00
H 2.715865 2.385697 -5.682062 0.0 0.0 0.2 0.00
C 5.334999 -3.772581 -2.754852 0.1 0.3 -0.1 0.00
C 4.204961 -2.887648 -2.198760 -0.3 0.2 -0.3 0.00
C 4.346079 -1.364420 -2.603990 0.0 -0.9 0.2 0.00
C 5.650735 -0.840917 -2.221805 0.5 0.0 0.1 0.00
N 6.695950 -0.475627 -1.908176 -0.3 0.1 0.0 0.00
H 6.300092 -3.461033 -2.355332 0.0 -0.1 0.2 0.00
H 5.449053 -3.706295 -3.836838 -0.3 0.3 -0.2 0.00
H 5.196177 -4.840227 -2.584654 -0.2 0.1 0.4 0.00
H 4.074388 -3.020135 -1.124749 0.7 0.4 0.3 0.00
H 3.230227 -3.274573 -2.495894 -0.1 0.2 -0.8 0.00
H 3.604022 -0.689456 -2.177510 -0.2 -0.4 0.2 0.00
H 4.232038 -1.233865 -3.680110 0.1 -0.2 0.0 0.00
C 1.099937 -4.104093 1.750456 0.0 -0.9 -0.3 0.00
C 1.594738 -3.555071 3.070638 -0.9 1.0 -0.1 0.00
C 3.063555 -3.186361 3.109171 0.3 -1.2 0.3 0.00
C 3.503432 -2.145419 2.195238 -0.9 -1.3 1.4 0.00
N 3.817718 -1.354842 1.446518 0.6 1.8 -1.3 0.02
H 1.353801 -3.577486 0.830488 0.2 0.6 0.4 0.00
H 0.021671 -4.263332 1.741023 0.0 0.2 0.1 0.00
H 1.539934 -5.089363 1.596361 0.1 -0.2 0.0 0.00
H 1.389054 -4.253578 3.881738 0.2 -0.2 -0.1 0.00
H 1.022120 -2.672755 3.356486 -0.2 0.2 -0.1 0.00
H 3.592064 -4.097647 2.829295 0.4 0.0 0.0 0.00
H 3.337563 -2.989297 4.145603 0.3 0.4 -0.1 0.00
C 3.100857 -3.683183 -6.038021 -0.4 1.0 0.1 0.00
C 3.644833 -2.393517 -6.683389 1.1 -1.1 0.5 0.00
C 2.656940 -1.227422 -6.774120 0.3 -0.1 0.5 0.00
C 2.169170 -0.697306 -5.436328 0.4 -0.5 -0.9 0.00
N 1.868397 -0.261977 -4.411441 0.1 -0.3 -0.6 0.00
H 2.494973 -3.389838 -5.180730 0.0 -0.2 0.3 0.00
H 3.893976 -4.336355 -5.674101 -0.2 -0.1 -0.2 0.00
H 2.423735 -4.191772 -6.724279 0.2 -0.2 0.0 0.00
H 4.068596 -2.681876 -7.645349 -0.7 0.4 -0.6 0.00
H 4.588480 -2.127649 -6.206995 -0.2 0.5 0.6 0.00
H 1.837956 -1.584569 -7.398466 -0.4 0.4 0.2 0.00
H 3.166225 -0.409209 -7.283289 -0.3 0.2 0.0 0.00
C 1.071003 -0.658416 -1.169435 -0.2 0.6 0.6 0.00
C -0.215786 -0.375851 -0.333300 0.8 -0.9 -0.9 0.00
C -0.048989 -0.355824 1.196367 -0.6 0.3 0.5 0.00
C -1.263017 0.177792 1.816574 0.3 -0.4 -0.4 0.00
N -2.209402 0.615731 2.281059 -0.7 0.4 0.5 0.00
H 0.862584 -0.882173 -2.215668 -0.2 0.1 0.1 0.00
H 1.691556 -1.465827 -0.780715 -0.2 -0.1 0.2 0.00
H 1.692508 0.236924 -1.183482 0.2 0.1 0.0 0.00
H -0.909938 -1.160846 -0.633345 -0.3 -0.1 0.5 0.00
H -0.700483 0.535890 -0.682419 0.2 0.2 0.2 0.00
H 0.707144 0.306825 1.617396 0.5 0.2 -0.6 0.00
H 0.126913 -1.308092 1.696720 0.0 -0.4 -0.5 0.00
C 0.109460 -4.396460 -1.369630 1.0 0.0 -1.3 0.00
C -0.270847 -4.129996 -2.875815 -1.0 -0.1 2.7 0.00
C -0.087013 -5.383436 -3.699339 0.4 0.2 -1.2 0.00
C 1.324519 -5.809448 -3.755334 3.0 -1.3 0.3 0.00
N 2.446130 -6.173246 -3.744258 -3.3 1.2 -0.1 0.00
H -0.270322 -5.354289 -1.014062 -0.7 0.3 0.1 0.00
H -0.128735 -3.555067 -0.718922 -0.3 -0.2 -0.1 0.00
H 1.183095 -4.577226 -1.317462 0.3 0.3 0.1 0.00
H 0.173346 -3.206083 -3.246185 0.5 -0.4 -0.3 0.00
H -1.327808 -3.882095 -2.778459 -0.3 -0.2 -0.6 0.00
H -0.398266 -5.202469 -4.728158 0.1 0.1 -0.2 0.00
H -0.710472 -6.232685 -3.419732 0.1 0.1 0.6 0.00
C -5.763273 1.777682 3.119502 0.5 -0.4 0.3 0.00
C -5.908270 1.927927 4.638165 0.1 0.4 -0.1 0.00
C -5.801226 0.634582 5.467339 -0.8 -0.7 -0.2 0.00
C -6.840946 -0.361535 5.173002 -3.5 -2.0 -0.9 0.00
N -7.703185 -1.139201 4.957129 2.8 2.3 0.6 0.00
H -5.777342 2.764830 2.657509 -0.2 -0.2 -0.2 0.00
H -6.453190 1.088392 2.632671 -0.6 0.4 0.2 0.00
H -4.807404 1.311037 2.881467 0.4 0.3 0.1 0.00
H -6.783428 2.523696 4.897506 -0.7 -0.7 -0.1 0.00
H -5.179180 2.667852 4.968357 0.7 -0.4 0.1 0.00
H -5.915257 0.777280 6.541917 0.4 0.4 0.0 0.00
H -4.946715 -0.014064 5.274520 0.9 0.8 0.1 0.00
C -6.671419 -3.490780 2.046594 -1.0 -0.2 -0.7 0.00
C -6.324552 -2.158910 1.394438 1.1 -0.4 -0.3 0.00
C -5.060091 -1.537061 2.070054 -1.2 0.2 -0.5 0.00
C -3.853922 -2.354147 1.960147 1.9 -1.1 0.1 0.00
N -2.847598 -2.944905 1.900171 -2.0 1.1 0.0 0.00
H -7.361757 -4.039178 1.405664 -0.1 0.0 -0.2 0.00
H -7.234736 -3.395476 2.974859 0.5 0.2 0.3 0.00
H -5.807558 -4.151162 2.122309 0.1 0.2 0.4 0.00
H -7.162564 -1.468274 1.300348 0.1 0.2 0.8 0.00
H -6.065665 -2.308727 0.346271 0.2 -0.3 -0.1 0.00
H -5.312928 -1.367197 3.116634 0.3 0.0 0.1 0.00
H -4.847779 -0.581408 1.590742 0.2 0.1 0.2 0.00
```
Forces are in eV/Å.

=====

# 3
A molecular structure, C36H44N6O3SW in a non-equilibrium geometry, computed with ωB97M-V/def2-TZVPD.

Results
Total charge: +2
HOMO level (spin up / spin down), eV: -12.19 / -12.18

XYZ file:
```
91
Properties=species:S:1:pos:R:3:forces:R:3:mulliken_charge:R:1
W 1.543654 -1.020782 -0.559720 0.0 0.4 2.5 0.63
C -2.392263 -3.065385 -0.625234 0.2 0.1 -0.2 -1.65
C -1.086761 -2.441186 -1.001186 1.7 -1.0 3.5 0.61
N -0.036994 -2.437692 -0.148311 -2.6 0.2 -1.5 1.35
N -0.227875 -2.940450 1.117069 -1.0 -0.3 -0.1 -1.16
C 0.675663 -2.740343 2.092087 1.3 0.3 0.3 0.67
N 0.424394 -3.179800 3.331621 -0.1 0.1 -0.9 -0.39
S 2.173592 -2.005196 1.714365 -0.5 -0.2 -0.7 -0.53
C -0.803595 -1.843980 -2.253630 1.3 1.4 -2.5 0.17
C -1.687158 -1.756722 -3.351620 0.4 -0.5 1.6 -1.01
C -1.268185 -1.202473 -4.534122 1.2 0.6 -0.4 -0.98
C 0.049781 -0.719289 -4.638467 -1.4 -0.4 -0.1 -1.12
C 0.873937 -0.812028 -3.545658 0.7 -0.3 1.1 -0.54
N 0.491606 -1.336596 -2.353664 -1.7 -0.3 -1.4 1.09
H -2.825642 -2.581661 0.252433 0.0 0.1 0.0 0.34
H -2.256855 -4.126751 -0.408028 0.0 -0.1 0.0 0.40
H -3.113657 -2.985547 -1.429098 -0.1 0.0 0.0 0.55
H -1.152248 -3.301433 1.349196 0.3 0.1 -0.1 0.23
H -0.393087 -3.723299 3.565157 0.1 0.0 0.0 0.20
H 1.146284 -3.079785 4.028769 0.0 0.0 0.0 0.27
H -2.700560 -2.106986 -3.246271 -0.1 -0.1 0.0 0.40
H -1.936730 -1.140745 -5.376153 -0.1 0.0 -0.1 0.50
H 0.398011 -0.270715 -5.554344 0.1 0.0 -0.1 0.55
H 1.903163 -0.455856 -3.586647 -0.2 -0.1 0.1 0.70
C 1.303798 -4.273289 -2.379621 -0.1 0.2 0.0 -1.30
N 2.219130 -3.493850 -1.531117 0.1 0.4 0.1 0.48
C 2.643318 -4.363180 -0.424720 0.2 -0.1 0.2 -1.23
C 3.415390 -3.161536 -2.332895 0.3 0.4 0.0 -1.16
C 4.267143 -2.114013 -1.658921 -0.6 -0.1 -0.2 1.66
C 5.646535 -2.260708 -1.700121 -0.1 0.1 0.1 -0.82
C 6.476095 -1.284459 -1.179164 0.0 0.1 0.0 -0.80
C 5.906574 -0.155322 -0.617471 0.0 -0.3 -0.2 -1.12
C 4.527294 -0.033965 -0.547876 -0.6 0.3 0.1 -0.07
C 3.631634 -0.996028 -1.062515 0.7 0.0 0.0 0.68
H 1.803979 -5.175653 -2.750894 0.0 0.1 0.1 0.49
H 0.992011 -3.680373 -3.236881 0.0 0.0 -0.1 0.35
H 0.425253 -4.581867 -1.815002 0.0 0.0 0.1 0.31
H 3.070209 -5.293940 -0.811272 0.0 0.0 -0.1 0.43
H 1.789569 -4.618794 0.200548 0.0 0.0 0.1 0.30
H 3.405821 -3.866828 0.172772 -0.1 0.0 -0.1 0.38
H 3.082477 -2.790017 -3.310171 -0.1 -0.1 0.1 0.37
H 4.010573 -4.068007 -2.511109 -0.2 0.0 -0.1 0.46
H 6.071460 -3.145979 -2.149562 0.1 -0.1 -0.1 0.43
H 7.546010 -1.407793 -1.210831 0.1 0.0 0.0 0.41
H 6.537741 0.623843 -0.219772 0.0 0.1 0.1 0.50
H 4.136470 0.854572 -0.056327 0.0 -0.2 -0.1 0.20
C -0.493545 3.240271 -2.251813 0.1 -0.1 0.0 -0.65
C 0.996845 3.562888 -2.075885 0.0 -0.3 0.0 -0.74
C 1.656865 2.194997 -2.216106 0.3 0.3 0.0 -0.49
O 0.724331 1.264115 -1.643174 0.3 -0.1 0.0 0.45
C -0.609530 1.759683 -1.858943 -0.5 -0.1 0.2 -0.15
H -0.802721 3.385150 -3.285829 0.0 0.0 0.0 0.34
H -1.123088 3.868056 -1.624145 0.0 0.0 0.0 0.27
H 1.193141 3.980387 -1.088015 0.0 0.0 0.0 0.29
H 1.351599 4.261110 -2.829898 0.1 0.0 0.1 0.48
H 2.595062 2.096182 -1.661160 -0.1 0.0 -0.2 0.12
H 1.811334 1.939302 -3.272998 0.1 0.0 0.1 0.38
H -1.163624 1.628294 -0.925798 0.1 -0.1 -0.1 -0.05
H -1.095000 1.166114 -2.643670 0.1 0.0 0.1 0.10
C -6.059894 3.732669 2.275031 0.0 0.0 0.0 -1.51
C -5.227212 2.567047 2.698118 0.1 -0.2 0.1 0.93
C -5.788531 1.540625 3.445254 0.0 0.0 0.0 -0.88
C -5.044324 0.440044 3.830991 0.0 -0.1 -0.1 -0.91
C -3.718739 0.355488 3.459746 0.0 0.1 0.0 -1.02
C -3.133762 1.386154 2.732364 -0.3 -0.1 0.1 -0.19
N -1.777936 1.224206 2.354409 -0.1 -0.6 -0.5 0.43
C -0.757178 2.040023 2.670952 0.5 0.0 0.1 0.47
C -0.920057 3.049043 3.640721 -0.1 0.0 0.0 -0.89
C 0.103350 3.905789 3.943758 0.0 -0.2 -0.2 -0.74
C 1.354068 3.776125 3.321303 0.2 0.1 0.0 -0.96
C 1.561027 2.776946 2.413101 -0.1 -0.1 0.0 -0.81
C 0.521689 1.885049 2.060242 -0.1 0.3 0.1 0.23
C 0.785730 0.853251 1.112360 -0.6 -0.5 -0.2 1.18
O 1.955422 0.671418 0.580482 0.3 -0.6 -0.5 -0.67
O -0.085522 -0.011536 0.713870 0.7 0.2 -0.3 -0.73
C -3.876117 2.500633 2.335939 0.2 -0.2 0.0 1.36
C -3.260857 3.612972 1.541072 0.0 0.0 0.0 -1.54
H -7.052008 3.670795 2.705530 -0.1 0.0 0.1 0.41
H -6.165364 3.763760 1.192102 0.0 0.0 -0.1 0.35
H -5.604332 4.669076 2.585629 0.0 0.2 0.0 0.32
H -6.825443 1.601065 3.730475 -0.2 0.1 0.0 0.41
H -5.494907 -0.345261 4.416945 -0.1 -0.1 0.1 0.42
H -3.111779 -0.488793 3.753012 0.1 -0.1 0.1 0.57
H -1.556349 0.436555 1.756056 -0.1 0.3 0.1 0.12
H -1.866775 3.117402 4.153703 -0.1 0.1 0.0 0.61
H -0.048485 4.677207 4.683198 0.0 0.1 0.1 0.45
H 2.151363 4.449523 3.586083 0.1 0.1 0.0 0.47
H 2.526054 2.626805 1.954848 0.1 0.1 0.0 0.54
H -3.150298 4.503544 2.161095 0.0 0.1 0.0 0.39
H -3.904202 3.879368 0.705025 0.0 0.1 -0.1 0.57
H -2.277264 3.348345 1.158393 0.0 0.0 0.0 0.03
```
Forces are in eV/Å.

=====

# 4
A single C5H8O molecule, computed with ωB97M-V/def2-TZVPD.

Results
SMILES string: C=CC/C=C/O
Energy relative to the best compared isomer or geometry (same formula, charge and spin), kJ/mol: 171.6
HOMO level, eV: -8.65

XYZ file:
```
14
Properties=species:S:1:pos:R:3:forces:R:3:mulliken_charge:R:1
C 1.725741 -0.452659 -0.637227 0.0 -0.1 0.0 -0.66
C 0.813479 -1.317509 -0.204111 0.1 0.1 -0.1 -0.08
C -0.241340 -0.952118 0.835972 0.1 0.0 0.0 -0.69
C -1.093097 0.110390 0.194750 0.1 0.2 -0.1 -0.31
C -0.894418 1.407814 0.408592 0.1 -0.3 0.2 -0.03
O -1.296437 2.409598 -0.424855 -0.1 0.1 -0.1 -0.51
H 1.802351 0.550244 -0.215305 -0.1 -0.2 -0.1 0.23
H 2.416314 -0.685078 -1.443636 -0.1 -0.1 0.2 0.27
H 0.724160 -2.294147 -0.677880 0.1 0.1 0.1 0.30
H 0.238083 -0.561775 1.744817 -0.1 0.0 -0.2 0.30
H -0.815846 -1.838783 1.128180 0.1 0.2 -0.1 0.31
H -1.688293 -0.200108 -0.667226 0.1 0.1 0.1 0.25
H -0.350297 1.789866 1.271102 0.0 -0.1 -0.1 0.33
H -1.340398 2.034265 -1.313173 -0.2 0.2 0.1 0.30
```
Forces are in eV/Å.

=====

# 5
A single C2H4N4O2 molecule in a non-equilibrium geometry, computed with ωB97M-V/def2-TZVPD.

Results
SMILES string: Nc1nc(=O)n(O)[nH]1
Energy relative to the best compared isomer or geometry (same formula, charge and spin), kJ/mol: 342.9
HOMO level, eV: -9.47

XYZ file:
```
12
Properties=species:S:1:pos:R:3:forces:R:3:mulliken_charge:R:1
N -2.222333 -0.193240 -0.143754 -1.3 2.7 3.7 -0.55
C -0.900390 -0.302778 0.134942 3.0 1.1 -2.1 0.47
N -0.175988 -1.363036 0.370820 0.5 1.4 -1.4 -0.51
C 1.135828 -0.901056 -0.120916 0.5 -7.6 2.6 0.41
O 2.182323 -1.523876 -0.223774 -1.0 -0.1 0.7 -0.59
N 1.108213 0.332310 -0.391928 -0.1 9.3 -2.7 0.34
O 1.861252 1.241686 0.397780 6.0 -2.0 0.5 -0.53
N -0.128853 0.887129 -0.297192 -2.0 -5.0 4.3 -0.33
H -2.638200 -1.050580 0.174722 -0.7 -0.3 0.1 0.29
H -2.524220 0.648246 0.572573 0.2 -2.6 -2.5 0.35
H 2.938651 0.821929 0.452075 -4.7 1.5 -0.5 0.40
H -0.636288 1.403270 -0.925352 -0.2 1.5 -2.7 0.25
```
Forces are in eV/Å.